Run A
Below is a 2-piece molecular cluster, C3H8O2 overall, with properties calculated with wB97M-V/def2-TZVPD.

Values from the calculation:
Kohn-Sham gap, eV: 10.06
E_LUMO, Ha: 0.0221
HOMO, eV: -9.459
SMILES: C=CO.CO
Total charge: 0

Cartesian coordinates (Å):
C -0.3569 -1.7076 1.3841
O -0.6382 -0.6615 2.2922
H 0.5169 -1.4620 0.7651
H -0.1855 -2.5713 2.0111
H -1.1422 -1.9257 0.6486
H -0.7937 0.1675 1.8534
C 0.9640 1.0449 -2.0596
C -0.0300 1.0519 -1.1789
O 0.2478 1.5226 0.0759
H 0.9028 0.6276 -3.0477
H 1.9987 1.2575 -1.8121
H -1.0092 0.6773 -1.4468
H -0.4744 1.9787 0.5149

***

Run B
Below is the molecule C3H8O2, with properties calculated with wB97M-V/def2-TZVPD.

Values from the calculation:
Kohn-Sham gap, eV: 10.71
E_LUMO, Ha: 0.0298
HOMO, eV: -9.900
SMILES: C[C@@H](O)CO
Total charge: 0

Cartesian coordinates (Å):
C -1.6076 0.3225 0.2201
C -0.3103 -0.3650 -0.1679
O -0.1629 -0.5814 -1.5303
C 0.9082 0.3356 0.4223
O 2.0338 -0.3747 -0.0793
H -1.5949 1.3754 0.5529
H -1.6358 -0.3889 1.0271
H -2.4436 0.1556 -0.4709
H -0.3497 -1.3828 0.3983
H 0.7121 -0.9948 -1.5396
H 0.9656 1.4094 0.1808
H 0.8569 0.2339 1.5140
H 2.6245 0.2468 -0.5110

***

Run C
Below is the molecule C3H8O2, with properties calculated with wB97M-V/def2-TZVPD.

Values from the calculation:
Kohn-Sham gap, eV: 11.21
E_LUMO, Ha: 0.0319
HOMO, eV: -10.338
SMILES: OCCCO
Total charge: 0

Cartesian coordinates (Å):
C -1.1065 0.7806 -0.3846
O -1.8906 0.5699 0.7707
C 0.3811 0.5968 -0.2291
C 0.7669 -0.8318 0.2049
O 2.1628 -0.9243 0.1525
H -1.2612 1.8161 -0.7287
H -1.5419 0.2166 -1.2223
H -2.3531 -0.2409 0.7357
H 0.8215 1.2833 0.4956
H 0.8424 0.8397 -1.1892
H 0.2782 -1.5406 -0.4731
H 0.3302 -0.9570 1.2014
H 2.5702 -1.6085 0.6665

***

Quick ranking, most stable first: run C, run B, run A.

***

Run A
Below is a 2-piece molecular cluster, C3H8O2 overall, with properties calculated with wB97M-V/def2-TZVPD.

Values from the calculation:
Kohn-Sham gap, eV: 11.06
E_LUMO, Ha: 0.0355
HOMO, eV: -10.091
SMILES: O=CCCO.[H][H]
Total charge: 0

Cartesian coordinates (Å):
O 1.2205 1.0325 0.3928
C 0.3699 0.9209 -0.7243
C -0.5064 -0.3728 -0.7620
C -0.1259 -1.3826 0.2974
O 1.0198 -1.6937 0.5326
H -0.4289 0.7603 1.7562
H 0.9625 1.0005 -1.6441
H -0.2933 1.7898 -0.6777
H -0.3769 -0.8797 -1.7278
H -1.5756 -0.1467 -0.6827
H -1.1088 0.5685 1.9915
H -0.9536 -1.8510 0.8643
H 1.7966 0.2541 0.3839

***

Run B
Below is a 2-piece molecular cluster, C3H8O2 overall, with properties calculated with wB97M-V/def2-TZVPD.

Values from the calculation:
Kohn-Sham gap, eV: 9.23
E_LUMO, Ha: 0.0204
HOMO, eV: -8.675
SMILES: C=C(C)O.O
Total charge: 0

Cartesian coordinates (Å):
C -0.5109 -0.0928 1.2989
C -0.5212 0.6214 0.1688
O 0.5573 1.3297 -0.2996
C -1.6500 0.5994 -0.8016
H -1.4420 -0.4323 1.7288
H 0.3879 -0.5306 1.7226
H 1.3077 0.7317 -0.1390
H -2.5289 0.0503 -0.5200
H -1.2023 0.2749 -1.7479
H -1.9230 1.6187 -1.0938
H 1.8159 -1.7264 0.0091
H 3.2710 -1.3434 0.0550
O 2.4385 -1.1005 -0.3813

***

Quick ranking, most stable first: run B, run A.

***

Run A
Below is the molecule C3H8O2, with properties calculated with wB97M-V/def2-TZVPD.

Values from the calculation:
Kohn-Sham gap, eV: 10.84
E_LUMO, Ha: 0.0289
HOMO, eV: -10.057
SMILES: C[C@@H](O)CO
Total charge: 0

Cartesian coordinates (Å):
C -0.1542 -1.0143 -1.2764
C 0.4665 -0.1757 -0.1757
O 1.1857 0.8826 -0.7767
C -0.5766 0.3878 0.7759
O 0.1090 1.2158 1.7059
H -0.8292 -0.4075 -1.8895
H -0.7184 -1.8532 -0.8531
H 0.6272 -1.4160 -1.9266
H 1.1474 -0.8035 0.4251
H 1.4492 1.4751 -0.0574
H -1.3110 0.9846 0.2151
H -1.1078 -0.4339 1.2759
H -0.2679 1.0843 2.5802

***

Run B
Below is the molecule C3H8O2, with properties calculated with wB97M-V/def2-TZVPD.

Values from the calculation:
Kohn-Sham gap, eV: 11.12
E_LUMO, Ha: 0.0312
HOMO, eV: -10.276
SMILES: OCCCO
Total charge: 0

Cartesian coordinates (Å):
C -0.0466 -1.3366 -0.0841
O 0.2551 -2.2212 -1.1180
C -0.0495 0.1634 -0.4360
C 0.0392 1.0644 0.9397
O -0.2067 2.4532 0.8069
H 0.8315 -1.5071 0.5573
H -0.8606 -1.6156 0.5846
H 0.1067 -1.7282 -1.9623
H -0.8412 0.3833 -1.1288
H 0.9099 0.2960 -1.0382
H 1.0998 0.8886 1.3098
H -0.6735 0.5367 1.6625
H -0.5642 2.6231 -0.0934

***

Run C
Below is a 2-piece molecular cluster, C3H8O2 overall, with properties calculated with wB97M-V/def2-TZVPD.

Values from the calculation:
Kohn-Sham gap, eV: 7.39
E_LUMO, Ha: 0.0071
HOMO, eV: -7.200
SMILES: C=C(C)O.O
Total charge: 0

Cartesian coordinates (Å):
C -2.6730 -0.1143 1.6682
C -1.9835 -0.5211 0.5383
O -1.6118 0.5150 -0.3163
C -1.3623 -1.7809 0.2196
H -2.1294 0.0858 2.5864
H -3.7028 0.2568 1.7045
H -1.5965 1.3532 0.1623
H -2.0058 -2.6133 0.5186
H -0.3445 -1.9202 0.6358
H -1.2174 -1.8524 -0.8797
H 6.2796 0.9606 -1.0510
H 6.6193 2.0312 -2.0593
O 5.8856 1.5082 -1.7313

***

Quick ranking, most stable first: run A, run B, run C.

***

Run A
Below is a 2-piece molecular cluster, C3H8O2 overall, with properties calculated with wB97M-V/def2-TZVPD.

Values from the calculation:
Kohn-Sham gap, eV: 9.35
E_LUMO, Ha: 0.0245
HOMO, eV: -8.682
SMILES: C=CO.CO
Total charge: 0

Cartesian coordinates (Å):
C -1.7384 2.6706 1.1860
O -0.6945 3.3535 0.5197
H -2.6234 3.2910 1.0451
H -2.0022 1.6940 0.7631
H -1.5029 2.5300 2.2307
H -0.3029 2.8661 -0.2092
C 1.4728 -1.5384 -1.5164
C 1.1892 -2.5456 -0.6998
O 0.1948 -2.4483 0.2238
H 2.4424 -1.1131 -1.7446
H 0.6878 -0.9390 -1.9642
H 1.7333 -3.4753 -0.5621
H 0.0798 -3.2719 0.7072

***

Run B
Below is a 2-piece molecular cluster, C3H8O2 overall, with properties calculated with wB97M-V/def2-TZVPD.

Values from the calculation:
Kohn-Sham gap, eV: 11.00
E_LUMO, Ha: 0.0361
HOMO, eV: -10.019
SMILES: CC=O.CO
Total charge: 0

Cartesian coordinates (Å):
C -2.1989 -0.3949 -0.1644
O -1.2954 0.1613 0.7597
C 1.4578 0.6846 -0.5527
C 1.8529 -0.1406 0.6354
O 1.2093 -1.0670 1.0826
H -2.6624 -1.3222 0.2016
H -2.9901 0.3404 -0.3339
H -1.7247 -0.6132 -1.1332
H 0.5181 0.3340 -0.9809
H 1.3439 1.7323 -0.2515
H 2.2642 0.6359 -1.2926
H 2.8130 0.1353 1.1170
H -0.5876 -0.4859 0.9128

***

Quick ranking, most stable first: run B, run A.